[1]
Below is 7 unconnected molecules or ions with the total composition C26H78N9O7P3S4, with properties calculated with the ωB97M-V functional and the def2-TZVPD basis.

Bonds (Å) are listed after each position.
Positions of all 127 atoms, in Å:
1 O -1.82456 -1.89144 3.61099  P2 1.533
2 P -0.56604 -1.69812 4.46483  O1 1.533, N3 1.797, N6 1.748, N9 1.748
3 N -0.20095 -2.98418 5.66491  P2 1.797, C4 1.513, C5 1.451
4 C -0.85652 -3.04077 7.02722  N3 1.513, H12 1.090, H13 1.090, H14 1.090
5 C 0.32586 -4.26896 5.24255  N3 1.451, H15 1.090, H16 1.090, H17 1.090
6 N -0.73483 -0.27530 5.46684  P2 1.748, C7 1.423, C8 1.487
7 C -1.52457 0.78880 4.94751  N6 1.423, H18 1.090, H19 1.090, H20 1.090
8 C 0.12470 0.25411 6.55829  N6 1.487, H21 1.090, H22 1.090, H23 1.090
9 N 0.87985 -1.33100 3.55347  P2 1.748, C10 1.517, C11 1.499
10 C 2.17123 -1.15521 4.33013  N9 1.517, H24 1.090, H25 1.090, H26 1.090
11 C 0.75505 -0.73886 2.18211  N9 1.499, H27 1.090, H28 1.090, H29 1.090
12 H -0.23723 -2.45379 7.70549  C4 1.090
13 H -0.81437 -4.02872 7.48579  C4 1.090
14 H -1.87426 -2.65292 6.98391  C4 1.090
15 H -0.29362 -4.68816 4.44970  C5 1.090
16 H 0.35671 -4.96411 6.08154  C5 1.090
17 H 1.36855 -4.19816 4.93289  C5 1.090
18 H -2.08731 1.29466 5.73207  C7 1.090
19 H -0.90645 1.59038 4.54317  C7 1.090
20 H -2.29032 0.51140 4.22310  C7 1.090
21 H 0.85184 1.02511 6.30347  C8 1.090
22 H -0.53393 0.63758 7.33756  C8 1.090
23 H 0.57166 -0.62194 7.02824  C8 1.090
24 H 2.98290 -0.75097 3.72524  C10 1.090
25 H 1.97386 -0.40061 5.09152  C10 1.090
26 H 2.42000 -2.15986 4.67204  C10 1.090
27 H 1.64999 -0.76664 1.56049  C11 1.090
28 H 0.64385 0.34462 2.22475  C11 1.090
29 H 0.03882 -1.28403 1.56738  C11 1.090
30 O 1.03853 5.98506 3.91659  P31 1.488
31 P 1.80392 5.15985 2.94343  O30 1.488, N32 1.764, N35 1.770, N38 1.705
32 N 0.75899 4.00546 2.11516  P31 1.764, C33 1.447, C34 1.487
33 C 1.20943 3.11767 1.06451  N32 1.447, H41 1.090, H42 1.090, H43 1.090
34 C -0.72019 4.05958 2.26214  N32 1.487, H44 1.090, H45 1.090, H46 1.090
35 N 2.99912 4.08645 3.68551  P31 1.770, C36 1.412, C37 1.542
36 C 4.32688 4.43424 4.01741  N35 1.412, H47 1.090, H48 1.090, H49 1.090
37 C 2.61669 2.77700 4.40452  N35 1.542, H50 1.090, H51 1.090, H52 1.090
38 N 2.76156 5.83558 1.70499  P31 1.705, C39 1.496, C40 1.466
39 C 3.10282 7.26427 1.98798  N38 1.496, H53 1.090, H54 1.090, H55 1.090
40 C 3.68239 5.06088 0.86734  N38 1.466, H56 1.090, H57 1.090, H58 1.090
41 H 2.22830 2.79802 1.28322  C33 1.090
42 H 1.28435 3.70553 0.14968  C33 1.090
43 H 0.61066 2.21337 0.95582  C33 1.090
44 H -0.97996 4.58210 3.18278  C34 1.090
45 H -1.14353 3.07420 2.45686  C34 1.090
46 H -1.18092 4.61070 1.44232  C34 1.090
47 H 4.89102 4.52468 3.08915  C36 1.090
48 H 4.37145 5.43961 4.43616  C36 1.090
49 H 4.81532 3.73571 4.69681  C36 1.090
50 H 2.61200 2.98446 5.47459  C37 1.090
51 H 1.69635 2.26222 4.12871  C37 1.090
52 H 3.41547 2.03554 4.42149  C37 1.090
53 H 2.74482 7.82827 1.12667  C39 1.090
54 H 2.47726 7.50013 2.84887  C39 1.090
55 H 4.16243 7.40057 2.20423  C39 1.090
56 H 3.24857 4.70764 -0.06814  C40 1.090
57 H 3.77471 4.10023 1.37401  C40 1.090
58 H 4.62406 5.48946 0.52429  C40 1.090
59 O -1.24526 -0.26615 -4.35330  P60 1.498
60 P -0.90614 -0.25634 -2.89454  O59 1.498, N61 1.708, N64 1.634, N67 1.778
61 N -2.23702 -0.59354 -1.87816  P60 1.708, C62 1.433, C63 1.544
62 C -2.28359 -0.42551 -0.45607  N61 1.433, H70 1.090, H71 1.090, H72 1.090
63 C -3.47798 -1.02414 -2.68941  N61 1.544, H73 1.090, H74 1.090, H75 1.090
64 N -0.30873 1.13180 -2.27301  P60 1.634, C65 1.484, C66 1.487
65 C -1.15300 2.35117 -2.33275  N64 1.484, H76 1.090, H77 1.090, H78 1.090
66 C 1.12197 1.50596 -2.42972  N64 1.487, H79 1.090, H80 1.090, H81 1.090
67 N 0.09489 -1.68769 -2.56092  P60 1.778, C68 1.522, C69 1.431
68 C 0.54971 -2.19288 -1.19863  N67 1.522, H82 1.090, H83 1.090, H84 1.090
69 C 0.27060 -2.66655 -3.58963  N67 1.431, H85 1.090, H86 1.090, H87 1.090
70 H -1.43961 -0.99898 -0.07277  C62 1.090
71 H -3.20352 -0.86345 -0.06871  C62 1.090
72 H -2.15282 0.61991 -0.17663  C62 1.090
73 H -3.28548 -1.30145 -3.72582  C63 1.090
74 H -4.01173 -0.07552 -2.74693  C63 1.090
75 H -3.99203 -1.86344 -2.22097  C63 1.090
76 H -1.21364 2.87140 -1.37683  C65 1.090
77 H -0.78483 2.96832 -3.15231  C65 1.090
78 H -2.21885 2.12340 -2.34650  C65 1.090
79 H 1.87070 0.80167 -2.06713  C66 1.090
80 H 1.39976 1.61741 -3.47782  C66 1.090
81 H 1.47784 2.44000 -1.99495  C66 1.090
82 H 0.59002 -1.42087 -0.43020  C68 1.090
83 H 0.04861 -3.10765 -0.88208  C68 1.090
84 H 1.58590 -2.53045 -1.22023  C68 1.090
85 H 0.11375 -2.22043 -4.57171  C69 1.090
86 H -0.38022 -3.53702 -3.50708  C69 1.090
87 H 1.29370 -3.03010 -3.49367  C69 1.090
88 C -5.60676 -4.45687 -0.43920  S89 1.851, H92 1.090, H93 1.090, H94 1.090
89 S -5.02383 -4.98777 -2.11413  C88 1.851, O90 1.505, C91 1.885
90 O -3.54014 -4.74293 -2.18332  S89 1.505
91 C -5.39055 -6.83037 -1.96211  S89 1.885, H95 1.090, H96 1.090, H97 1.090
92 H -5.25451 -3.43087 -0.33265  C88 1.090
93 H -4.93361 -5.13371 0.08697  C88 1.090
94 H -6.66670 -4.55422 -0.20434  C88 1.090
95 H -4.76213 -7.10702 -1.11556  C91 1.090
96 H -5.18260 -7.38878 -2.87482  C91 1.090
97 H -6.38007 -7.07698 -1.57721  C91 1.090
98 C -1.26931 -0.09023 -8.04173  S99 1.846, H102 1.090, H103 1.090, H104 1.090
99 S -0.96509 1.62929 -8.64082  C98 1.846, O100 1.535, C101 1.868
100 O -2.17860 2.56675 -8.58195  S99 1.535
101 C -0.15960 2.18383 -7.04966  S99 1.868, H105 1.090, H106 1.090, H107 1.090
102 H -1.73089 -0.12015 -7.05474  C98 1.090
103 H -0.32502 -0.63465 -8.03627  C98 1.090
104 H -1.90291 -0.58916 -8.77502  C98 1.090
105 H 0.79620 1.66606 -7.13002  C101 1.090
106 H -0.71777 1.79179 -6.19945  C101 1.090
107 H 0.07343 3.23169 -6.86049  C101 1.090
108 C 5.77523 1.37158 1.01121  S109 1.816, H112 1.090, H113 1.090, H114 1.090
109 S 4.53969 0.60757 -0.07812  C108 1.816, O110 1.519, C111 1.827
110 O 4.19366 1.59406 -1.17951  S109 1.519
111 C 5.55825 -0.68054 -0.87817  S109 1.827, H115 1.090, H116 1.090, H117 1.090
112 H 6.64111 1.76190 0.47641  C108 1.090
113 H 6.01979 0.65143 1.79202  C108 1.090
114 H 5.36527 2.27630 1.46012  C108 1.090
115 H 6.48970 -0.93164 -0.37075  C111 1.090
116 H 5.80026 -0.24240 -1.84645  C111 1.090
117 H 5.11111 -1.67123 -0.96004  C111 1.090
118 C -2.75485 -4.54462 -6.04126  S119 1.826, H122 1.090, H123 1.090, H124 1.090
119 S -3.69176 -3.00401 -6.33039  C118 1.826, O120 1.532, C121 1.816
120 O -3.42357 -2.84927 -7.83054  S119 1.532
121 C -5.39184 -3.64296 -6.33623  S119 1.816, H125 1.090, H126 1.090, H127 1.090
122 H -1.71975 -4.25037 -5.86781  C118 1.090
123 H -2.79445 -5.16727 -6.93504  C118 1.090
124 H -3.23110 -5.10549 -5.23708  C118 1.090
125 H -5.66442 -3.94908 -5.32623  C121 1.090
126 H -5.39537 -4.54990 -6.94083  C121 1.090
127 H -6.03223 -2.83950 -6.70017  C121 1.090

The value obtained for the HOMO energy is -7.7 eV. For the gap between HOMO and LUMO, the calculation gives 0.2862 hartree. The spin multiplicity is 1. The calculation puts the total energy at -127173.3584 eV.

These are the Mulliken partial charges, in e, on atoms 1 to 6: -0.837, 0.406, 0.213, -0.924, -1.000, 0.362

***

[2]
Below is 3 unconnected molecules or ions with the total composition C2H10N2O3, with properties calculated with the ωB97M-V functional and the def2-TZVPD basis.

Bonds (Å) are listed after each position.
Positions of all 17 atoms, in Å:
1 N -0.43211 -1.06521 -2.96477  C2 1.437, H6 1.005, H7 1.003
2 C -0.48985 0.25017 -2.38903  N1 1.437, C3 1.536, H8 1.086, H9 1.085
3 C 0.14196 0.25743 -0.98886  C2 1.536, N4 1.353, O5 1.214
4 N 0.47465 1.46825 -0.48503  C3 1.353, H10 1.001, H11 0.994
5 O 0.39699 -0.78155 -0.41405  C3 1.214
6 H -0.19578 -1.81116 -2.33487  N1 1.005
7 H -1.28886 -1.28794 -3.43534  N1 1.003
8 H 0.12980 0.92886 -2.96843  C2 1.086
9 H -1.48969 0.66739 -2.33086  C2 1.085
10 H 0.14233 2.33901 -0.85039  N4 1.001
11 H 1.08272 1.56038 0.29546  N4 0.994
12 O 1.95364 -1.22192 2.36101  H13 0.955, H14 0.959
13 H 1.77926 -0.36205 2.73905  O12 0.955
14 H 1.26111 -1.42691 1.72957  O12 0.959
15 O -1.75271 0.93664 3.68499  H16 0.934, H17 0.961
16 H -1.89459 1.82723 3.44306  O15 0.934
17 H -1.74596 0.44517 2.85879  O15 0.961

The value obtained for the HOMO energy is -9.5 eV. For the gap between HOMO and LUMO, the calculation gives 0.3599 hartree. The spin multiplicity is 1. The calculation puts the total energy at -11359.1795 eV.

These are the Mulliken partial charges, in e, on atoms 1 to 6: -0.560, -0.425, 0.535, -0.365, -0.599, 0.248

***

[3]
Below is 5 unconnected molecules or ions with the total composition C18H50N4O7, with properties calculated with the ωB97M-V functional and the def2-TZVPD basis.

Bonds (Å) are listed after each position.
Positions of all 79 atoms, in Å:
1 N 0.53704 1.43311 1.81762  H2 1.037, H3 0.987, H4 0.934, H5 1.017
2 H -0.08896 1.29711 2.63362  N1 1.037
3 H 0.40604 0.57811 1.34262  N1 0.987
4 H 1.36204 1.75011 2.11862  N1 0.934
5 H 0.08904 2.19211 1.30962  N1 1.017
6 O 0.02204 -0.67189 0.55862  H7 0.870
7 H 0.10504 -1.52689 0.42062  O6 0.870
8 C -4.93096 -4.66589 1.55462  O9 1.428, H17 1.063, H18 1.082, H19 1.221
9 O -3.79496 -4.67989 0.68962  C8 1.428, C10 1.380
10 C -3.47796 -3.37989 0.35262  O9 1.380, C11 1.540, H20 1.152, H21 1.084
11 C -2.11196 -3.39489 -0.35738  C10 1.540, N12 1.466, H22 1.072, H23 1.084
12 N -1.86696 -2.15289 -1.09738  C11 1.466, C13 1.478, H24 0.951
13 C -1.09496 -2.27389 -2.35238  N12 1.478, C14 1.469, H25 0.981, H26 1.105
14 C -1.03296 -0.90889 -2.89038  C13 1.469, O15 1.424, H27 1.052, H28 0.838
15 O -0.40596 -0.97289 -4.16738  C14 1.424, C16 1.451
16 C -0.16396 0.20111 -4.98538  O15 1.451, H29 1.006, H30 0.939, H31 1.035
17 H -5.77596 -4.11389 1.22062  C8 1.063
18 H -4.69896 -4.41489 2.58162  C8 1.082
19 H -5.02496 -5.87889 1.45062  C8 1.221
20 H -3.47496 -2.49989 1.09562  C10 1.152
21 H -4.41996 -3.18889 -0.14838  C10 1.084
22 H -2.04796 -4.26889 -0.97538  C11 1.072
23 H -1.22496 -3.49589 0.25762  C11 1.084
24 H -1.30496 -1.62089 -0.54538  N12 0.951
25 H -1.54996 -2.85589 -2.99838  C13 0.981
26 H -0.07196 -2.46889 -1.98338  C13 1.105
27 H -0.53396 -0.21689 -2.27438  C14 1.052
28 H -1.84896 -0.73089 -2.95538  C14 0.838
29 H 0.45304 0.65711 -4.33538  C16 1.006
30 H -0.93596 0.62711 -5.30838  C16 0.939
31 H 0.45404 -0.19989 -5.71238  C16 1.035
32 C 3.32104 4.47311 -0.84538  O33 1.454, H41 0.953, H42 0.952, H43 1.188
33 O 3.15104 3.02911 -0.87538  C32 1.454, C34 1.456
34 C 2.97604 2.29911 0.37162  O33 1.456, C35 1.524, H44 1.099, H45 1.147
35 C 3.01904 0.85911 -0.12538  C34 1.524, N36 1.564, H46 1.155, H47 1.107
36 N 2.55004 -0.01389 1.08462  C35 1.564, C37 1.472, H48 1.146
37 C 3.12504 -1.36389 0.96262  N36 1.472, C38 1.495, H49 1.171, H50 1.101
38 C 4.58404 -1.42489 1.28262  C37 1.495, O39 1.400, H51 0.993, H52 1.193
39 O 5.11404 -2.69089 1.00762  C38 1.400, C40 1.445
40 C 6.47404 -2.86189 1.46462  O39 1.445, H53 1.077, H54 1.097, H55 1.161
41 H 3.77704 4.69611 -1.65138  C32 0.953
42 H 3.93904 4.83111 -0.21538  C32 0.952
43 H 2.17304 4.77111 -0.77538  C32 1.188
44 H 1.94604 2.59311 0.61962  C34 1.099
45 H 3.94104 2.45811 0.97062  C34 1.147
46 H 4.05004 0.50211 -0.50438  C35 1.155
47 H 2.28604 0.87011 -0.95538  C35 1.107
48 H 1.46604 -0.36689 0.96462  N36 1.146
49 H 2.77004 -1.82189 -0.05538  C37 1.171
50 H 2.64604 -1.98889 1.73162  C37 1.101
51 H 4.78904 -1.19889 2.22762  C38 0.993
52 H 5.27804 -0.62889 0.72662  C38 1.193
53 H 6.88004 -3.73989 0.99162  C40 1.077
54 H 6.37804 -3.14089 2.52162  C40 1.097
55 H 7.12504 -1.98289 1.07662  C40 1.161
56 C -3.59796 1.45711 4.13762  O57 1.393, H65 1.171, H66 1.146, H67 1.002
57 O -2.45096 0.86811 3.60962  C56 1.393, C58 1.416
58 C -2.66596 0.08111 2.45262  O57 1.416, C59 1.526, H68 1.027, H69 1.214
59 C -2.91996 0.73311 1.09662  C58 1.526, N60 1.450, H70 1.149, H71 1.096
60 N -1.77896 1.53011 0.68962  C59 1.450, C61 1.503, H72 1.136
61 C -1.97396 2.10011 -0.68738  N60 1.503, C62 1.548, H73 0.981, H74 0.991
62 C -0.66096 2.75511 -1.18138  C61 1.548, O63 1.418, H75 1.018, H76 0.905
63 O -0.94696 3.52811 -2.33538  C62 1.418, C64 1.352
64 C 0.20304 3.86711 -2.95938  O63 1.352, H77 1.179, H78 1.077, H79 1.121
65 H -3.88996 0.66711 4.95162  C56 1.171
66 H -4.47796 1.59911 3.41662  C56 1.146
67 H -3.44196 2.27611 4.69262  C56 1.002
68 H -3.44096 -0.57089 2.62562  C58 1.027
69 H -1.68796 -0.58489 2.18162  C58 1.214
70 H -3.77796 1.46311 1.32362  C59 1.149
71 H -3.36896 -0.01389 0.43262  C59 1.096
72 H -1.12396 0.62411 0.48562  N60 1.136
73 H -2.60696 2.84911 -0.65438  C61 0.981
74 H -2.17296 1.38511 -1.34338  C61 0.991
75 H -0.13296 1.90311 -1.36038  C62 1.018
76 H -0.32396 3.27211 -0.51938  C62 0.905
77 H 1.06904 3.06711 -2.95138  C64 1.179
78 H 0.85004 4.55211 -2.43738  C64 1.077
79 H 0.01604 4.28011 -3.98438  C64 1.121

The value obtained for the HOMO energy is -8.4 eV. For the gap between HOMO and LUMO, the calculation gives 0.3289 hartree. The spin multiplicity is 1. The calculation puts the total energy at -39752.3124 eV.

These are the Mulliken partial charges, in e, on atoms 1 to 6: 0.104, 0.376, 0.281, 0.605, 0.189, -0.870